Entry 1:
Below is a cluster of 2 separate species, C10H10ClN2O2 in total in a non-equilibrium geometry, with properties calculated with the ωB97M-V functional and the def2-TZVPD basis.

The calculation puts the energy at -1106.8287 Ha. For the frontier orbital gap (alpha / beta), the calculation gives 7.8941 / 6.3712 eV. As for the highest occupied orbital energy (alpha / beta): -12.34 / -11.87 eV. The calculation puts the molar mass at 225.66 g/mol. For the relative energy (zero: lowest compared OMol25 entry of this formula, charge and spin), the calculation gives 70.7 kcal per mole.

ORCA input file:
```
! RIJCOSX wB97M-V def2-TZVPD def2/J DEFGRID3
* xyz 1 1
C -3.384 -0.611 -2.946
C 1.472 -0.125 3.194
C 2.317 -0.920 2.435
C 0.745 0.912 2.660
C 2.346 -0.646 1.133
C 0.814 1.054 1.351
C -1.999 0.297 -1.247
C -3.283 0.531 -2.057
C -0.167 -1.199 -1.400
C 1.807 0.589 -0.776
N -3.295 -1.546 -3.593
N 1.680 0.387 0.562
O -1.846 0.543 -0.075
O -1.085 -0.387 -1.946
Cl 1.205 1.983 -1.603
H 1.471 -0.249 4.300
H 2.921 -1.678 3.044
H -0.061 1.510 3.214
H 2.900 -1.249 0.415
H 0.106 1.556 0.784
H -3.481 1.525 -2.591
H -4.053 0.571 -1.249
H 0.433 -1.620 -2.168
H -0.261 -1.365 -0.385
H 2.699 0.133 -1.056
*
```

Löwdin atomic charge list, values in e, 5 entries: C -0.22; C -0.02; C -0.01; C -0.01; C -0.03



Entry 2:
Below is the molecule C10H10ClN3OS in a non-equilibrium geometry, with properties calculated with the ωB97M-V functional and the def2-TZVPD basis.

The structure (SMILES) is Nc1nnc(CCOc2ccccc2Cl)s1. The calculation puts the energy at -1484.9315 Ha. For the frontier orbital gap, the calculation gives 8.9436 eV. As for the highest occupied orbital energy: -8.50 eV. The calculation puts the molar mass at 255.73 g/mol.

ORCA input file:
```
! RIJCOSX wB97M-V def2-TZVPD def2/J DEFGRID3
* xyz 0 1
N 2.303 -3.613 0.265
C 1.684 -2.571 -0.333
N 2.222 -1.417 -0.537
N 1.387 -0.529 -1.066
C 0.208 -0.963 -1.294
C -0.900 -0.145 -1.842
C -2.117 -0.148 -0.903
O -1.776 -0.096 0.470
C -0.806 0.751 0.922
C 0.040 0.218 1.896
C 1.056 0.961 2.458
C 1.256 2.270 2.054
C 0.415 2.828 1.111
C -0.617 2.084 0.558
Cl -1.664 2.903 -0.562
S -0.009 -2.657 -0.830
H 1.927 -4.535 0.121
H 3.303 -3.536 0.351
H -0.517 0.867 -1.982
H -1.216 -0.535 -2.813
H -2.653 -1.099 -0.991
H -2.797 0.665 -1.180
H -0.127 -0.808 2.188
H 1.699 0.514 3.200
H 2.058 2.858 2.472
H 0.544 3.853 0.799
*
```

Löwdin atomic charge list, values in e, 5 entries: N 0.08; C -0.71; N 0.00; N 0.01; C -0.61



Entry 3:
Below is the molecule C10H10ClNO2S in a non-equilibrium geometry, with properties calculated with the ωB97M-V functional and the def2-TZVPD basis.

The calculation puts the energy at -1450.3832 Ha. For the frontier orbital gap (alpha / beta), the calculation gives 7.6402 / 7.3120 eV. As for the highest occupied orbital energy (alpha / beta): -7.86 / -8.72 eV. The calculation puts the molar mass at 243.72 g/mol. For the relative energy (zero: lowest compared OMol25 entry of this formula, charge and spin), the calculation gives 144.0 kcal per mole.

ORCA input file:
```
! RIJCOSX wB97M-V def2-TZVPD def2/J DEFGRID3
* xyz 0 1
C -0.161 1.947 0.677
C 1.174 2.276 0.271
C -0.626 0.610 0.482
C 1.810 -0.108 0.154
C 0.364 -0.401 0.136
C 2.055 1.285 0.026
C 0.414 -2.658 -1.709
C -3.074 1.482 0.871
C -2.080 0.411 0.580
C 2.864 -0.944 0.361
N -2.927 0.980 -0.437
O -3.622 0.517 -1.321
O 0.763 -2.835 1.039
S -0.134 -2.235 0.098
Cl 3.623 1.750 -0.589
H -0.667 2.735 1.216
H 1.565 3.257 0.230
H 0.675 -3.736 -1.597
H -0.475 -2.516 -2.332
H -2.923 2.606 0.980
H -4.093 1.176 1.439
H -2.373 -0.672 0.774
H 1.163 -2.190 -2.065
H 3.950 -0.692 0.453
H 2.735 -2.045 0.265
*
```

Löwdin atomic charge list, values in e, 5 entries: C 0.00; C -0.10; C -0.16; C -0.33; C -0.17



Entry 4:
Below is a structure of composition C10H10ClNO3Zn in a non-equilibrium geometry, with properties calculated with the ωB97M-V functional and the def2-TZVPD basis.

The calculation puts the energy at -2906.7653 Ha. For the frontier orbital gap (alpha / beta), the calculation gives 3.3318 / 3.3922 eV. As for the highest occupied orbital energy (alpha / beta): 1.99 / 1.88 eV. The calculation puts the molar mass at 293.04 g/mol.

ORCA input file:
```
! RIJCOSX wB97M-V def2-TZVPD def2/J DEFGRID3
* xyz -2 1
C 0.915 -1.595 0.687
C 0.954 -1.528 -0.703
C -0.409 -1.653 -1.174
H 1.870 -1.656 -1.296
C -1.290 -1.589 -0.173
C -0.525 -1.476 1.168
H -0.781 -2.429 1.688
H 1.667 -1.641 1.477
H -0.586 -1.927 -2.244
H -2.366 -1.720 -0.297
Zn 0.157 0.722 -2.051
Cl 1.021 2.333 -1.032
C 0.128 2.549 -3.816
C -1.098 1.922 -4.199
C -0.774 0.694 -4.878
H -2.084 2.378 -4.162
C 0.662 0.556 -4.888
C 1.213 1.704 -4.215
H 2.271 1.953 -4.184
H 0.217 3.569 -3.447
H -1.471 0.065 -5.422
H 1.211 -0.184 -5.454
O -0.183 0.734 3.734
N -0.235 -0.316 3.037
O 0.412 -1.350 3.271
O -1.022 -0.349 1.944
*
```

Löwdin atomic charge list, values in e, 5 entries: C -0.12; C -0.26; C -0.35; H 0.07; C -0.18